{"formula": "C16H18F16N2O7P2", "method": "the ωB97M-V functional and the def2-TZVPD basis", "spin_multiplicity": 1, "smiles": "CP(O)[C@@](O)(C#N)[C@@H](C#N)CP(=O)(O)O.FC(F)C(F)(F)COC(F)(F)C(F)F.FC(F)C(F)(F)COC(F)(F)C(F)F", "charge": 0, "homo_energy_ev": -9.3455, "orbital_gap_ev": 8.95, "species": ["C", "P", "O", "C", "O", "C", "N", "C", "C", "N", "C", "P", "O", "O", "O", "H", "H", "H", "H", "H", "H", "H", "H", "H", "H", "F", "C", "F", "C", "F", "F", "C", "O", "C", "F", "F", "C", "F", "F", "H", "H", "H", "H", "F", "C", "F", "C", "F", "F", "C", "O", "C", "F", "F", "C", "F", "F", "H", "H", "H", "H"], "coordinates": [[3.383176, -2.176800, -0.145623], [4.254583, -2.761367, -1.760176], [3.141467, -2.452555, -3.033035], [4.592897, -4.650665, -1.610022], [5.720649, -4.998844, -2.469897], [5.022427, -5.066617, -0.093836], [4.889414, -5.196070, 1.112464], [3.281925, -5.490214, -2.110565], [3.839939, -6.946696, -2.578752], [4.374951, -8.008742, -2.836416], [2.257012, -5.747917, -0.880900], [0.423000, -5.794897, -1.450072], [0.189373, -6.948913, -2.434676], [-0.490999, -5.964866, 0.017524], [-0.051008, -4.257974, -2.094553], [2.426277, -2.787462, 0.082399], [4.106288, -2.281927, 0.739416], [3.105212, -1.075148, -0.287253], [3.189376, -1.476712, -3.218649], [6.562144, -4.954806, -1.954416], [2.787261, -5.012344, -3.030856], [2.295381, -4.949451, -0.059565], [2.478135, -6.816389, -0.497939], [-0.059082, -5.345821, 0.670552], [-0.981852, -4.324964, -2.429029], [1.916489, 3.324164, 1.764992], [0.669127, 3.409947, 1.265910], [0.245639, 4.676436, 1.516032], [-0.294194, 2.396567, 1.887322], [-0.489827, 2.644809, 3.205252], [-1.511996, 2.568064, 1.291629], [0.086962, 0.912371, 1.709294], [0.774304, 0.276028, 2.797547], [2.177554, 0.457958, 2.866734], [2.616293, 0.974007, 1.701466], [2.706736, -0.785055, 2.944779], [2.614403, 1.273304, 4.091337], [2.007585, 2.478876, 4.139894], [3.949637, 1.508994, 4.060042], [0.721372, 3.287344, 0.180610], [-0.858478, 0.365195, 1.642325], [0.581460, 0.723160, 0.752022], [2.377799, 0.742178, 5.014776], [-6.300099, 3.758649, 0.483958], [-6.499916, 5.039105, 0.848871], [-7.845609, 5.223176, 0.868849], [-5.841758, 6.041131, -0.102041], [-6.407180, 5.996576, -1.332972], [-6.097700, 7.294771, 0.379857], [-4.310951, 5.922524, -0.251259], [-3.816490, 5.185222, -1.379805], [-3.748266, 3.776933, -1.247212], [-3.904033, 3.444323, 0.048067], [-2.476891, 3.438160, -1.567849], [-4.720939, 3.043253, -2.180391], [-5.997204, 3.445313, -1.999442], [-4.695438, 1.706887, -1.946755], [-6.133506, 5.168922, 1.870831], [-3.946041, 6.939681, -0.424120], [-3.826349, 5.611958, 0.679045], [-4.460468, 3.217216, -3.225740]], "forces_ev_per_a": [[-0.8, -0.9, 0.1], [0.8, 2.1, 0.5], [0.4, -0.1, 1.4], [0.2, -1.9, 0.4], [-0.8, 0.6, 1.2], [-3.0, 0.6, 4.2], [1.2, 0.6, -6.8], [1.0, -2.1, 0.1], [2.0, -3.2, -0.6], [-3.2, 6.1, 1.5], [-0.7, 0.3, -0.5], [-1.6, -1.8, -1.4], [0.4, 3.2, 2.7], [2.6, 1.4, -1.8], [0.4, -2.5, 1.3], [1.4, 1.2, -0.2], [-1.0, 0.2, -1.4], [0.5, -1.6, 0.1], [0.1, -1.4, 0.2], [-1.1, 0.1, -0.5], [0.9, -0.5, 1.5], [0.5, -1.3, -1.2], [-0.6, 1.9, -0.3], [-0.8, -0.8, -0.7], [1.1, -0.2, 0.4], [-0.1, 0.0, 0.0], [0.0, 0.9, -0.4], [-0.3, -0.2, 0.0], [-0.2, -0.5, 0.8], [0.2, 0.1, -0.2], [0.4, 0.1, -0.3], [-0.4, -0.8, -0.1], [1.1, 1.1, -0.1], [-1.4, -0.8, -1.1], [0.4, 0.0, 0.4], [0.1, 0.3, 0.4], [0.2, 0.5, 0.7], [-0.1, -0.3, -0.1], [-0.1, -0.3, -0.3], [-0.1, -0.2, 0.0], [0.1, 0.2, 0.2], [0.1, 0.3, 0.2], [-0.1, -0.2, -0.1], [0.0, 0.1, 0.0], [-0.7, -0.1, 0.6], [0.2, 0.3, -0.1], [0.3, 0.1, -0.9], [-0.1, -0.2, 0.3], [0.1, -0.3, 0.4], [0.7, 0.5, -0.1], [-0.8, -1.3, 0.4], [0.7, 1.7, 0.9], [0.0, -0.5, -0.4], [-0.3, -0.2, -0.4], [-0.5, -0.3, -0.5], [0.4, 0.1, 0.0], [0.4, 0.2, 0.2], [0.1, 0.1, -0.1], [-0.2, -0.1, -0.2], [-0.3, -0.2, -0.1], [0.2, 0.1, 0.1]], "lowdin_charge": [-0.286, 0.958, -0.350, -0.541, -0.100, -0.122, 0.148, -0.228, -0.133, 0.133, -0.194, 0.657, -0.332, -0.203, -0.214, 0.039, 0.051, 0.038, 0.065, 0.116, 0.142, 0.074, 0.130, 0.074, 0.086, 0.093, -0.297, 0.092, -0.431, 0.129, 0.097, -0.042, 0.032, -0.500, 0.123, 0.136, -0.273, 0.096, 0.099, 0.174, 0.150, 0.141, 0.176, 0.092, -0.298, 0.093, -0.434, 0.126, 0.103, -0.042, 0.033, -0.501, 0.127, 0.135, -0.273, 0.096, 0.095, 0.174, 0.150, 0.145, 0.175]}

{"formula": "C37H42N4P2Pd", "method": "the ωB97M-V functional and the def2-TZVPD basis", "de_lowest_kj_mol": 260.3, "spin_multiplicity": 5, "charge": 2, "homo_energy_ev": [-11.0343, -12.0069], "orbital_gap_ev": [4.71, 2.12], "species": ["Pd", "C", "C", "C", "C", "C", "C", "C", "C", "C", "H", "H", "H", "H", "H", "H", "H", "H", "H", "H", "H", "H", "H", "H", "H", "P", "P", "N", "N", "N", "N", "C", "C", "C", "C", "C", "C", "C", "C", "C", "C", "C", "C", "C", "C", "C", "C", "C", "C", "H", "H", "H", "H", "H", "H", "H", "H", "H", "H", "H", "H", "H", "H", "H", "H", "H", "H", "H", "H", "C", "C", "C", "C", "C", "C", "C", "C", "C", "C", "H", "H", "H", "H", "H", "H", "H"], "coordinates": [[-1.804751, -1.426772, 0.276675], [-1.639843, -3.344034, 0.980324], [-0.840800, -3.158108, -0.176444], [-1.227269, -3.657469, -1.535567], [-2.557937, -3.078583, -2.056755], [-2.949546, -1.774473, -1.428847], [-3.741078, -1.596993, -0.254429], [-4.123080, -2.621370, 0.778959], [-3.090900, -3.761237, 0.992518], [-1.942832, 0.574100, -0.000273], [-1.119263, -3.337315, 1.946660], [0.247180, -2.997940, -0.084228], [-1.230124, -4.764487, -1.609818], [-0.451473, -3.265512, -2.224260], [-2.369606, -2.837049, -3.122947], [-3.379458, -3.796631, -2.023601], [-2.861932, -0.912224, -2.116024], [-4.173670, -0.596401, -0.124576], [-5.079994, -3.068739, 0.497774], [-4.273267, -2.079000, 1.728399], [-3.303559, -4.221157, 1.970112], [-3.251914, -4.511685, 0.205988], [-2.263376, 0.951421, 0.976609], [-2.663321, 0.897826, -0.765573], [-0.935905, 0.982611, -0.141453], [0.565115, 0.411951, -2.278705], [0.992196, -0.346504, 1.192561], [-0.641576, 0.184476, -3.607538], [1.510413, 1.543796, -3.145629], [0.413775, -1.699817, 2.993029], [2.529074, -0.211128, 1.971043], [1.657430, -1.009053, -1.915315], [1.946648, -1.148015, -0.401814], [-1.879091, 0.874915, -3.614927], [-2.537077, 0.637479, -4.822071], [-1.635990, -0.147428, -5.622681], [-0.509728, -0.440851, -4.842907], [1.016992, 2.861029, -3.323804], [1.609807, 3.398133, -4.447167], [2.461975, 2.382350, -5.020367], [2.338293, 1.241147, -4.241997], [-0.889102, -1.375208, 3.251087], [-1.348155, -2.001966, 4.423245], [-0.264347, -2.764251, 4.918240], [0.806820, -2.568953, 4.016623], [2.850477, -0.231156, 3.335421], [3.763831, 0.759817, 3.610175], [4.011941, 1.450536, 2.380180], [3.271050, 0.846190, 1.399152], [2.613883, -0.874597, -2.454492], [1.290126, -1.960760, -2.341782], [2.028459, -2.224248, -0.128001], [2.933076, -0.712759, -0.243607], [-2.154156, 1.455885, -2.741178], [-3.521942, 1.013468, -5.120373], [-1.783186, -0.412498, -6.664306], [0.379052, -1.040380, -5.013306], [0.289095, 3.255958, -2.626683], [1.406059, 4.388099, -4.818918], [3.061943, 2.462585, -5.905051], [2.769038, 0.254506, -4.316157], [-1.470570, -0.721805, 2.589717], [-2.350239, -1.877980, 4.818133], [-0.267834, -3.392710, 5.800932], [1.830531, -2.935396, 4.127104], [2.441964, -0.970463, 3.992688], [4.231362, 0.933356, 4.570803], [4.663812, 2.285965, 2.218944], [3.210007, 1.050318, 0.340911], [2.528017, 4.671328, 0.865068], [1.991375, 3.860533, -0.167912], [1.110448, 2.832220, 0.148811], [0.688773, 2.614388, 1.481930], [0.126039, 1.350670, 1.946312], [-0.618240, 1.476326, 3.147201], [-0.204493, 2.409180, 4.137206], [0.719534, 3.379943, 3.823941], [1.110376, 3.560825, 2.484943], [2.067568, 4.548500, 2.168241], [3.269651, 5.444675, 0.647855], [2.326121, 4.034518, -1.197668], [0.733908, 2.193829, -0.658874], [-1.490563, 0.883897, 3.443830], [-0.511093, 2.282710, 5.171395], [1.130944, 4.045425, 4.582343], [2.408104, 5.188222, 2.994941]], "forces_ev_per_a": [[3.0, 3.4, 0.5], [1.2, -0.8, -0.1], [0.1, -2.4, 1.2], [0.2, 0.3, -0.8], [0.2, 0.0, -1.0], [-2.2, 0.3, 0.1], [-0.7, 0.1, -1.8], [-0.2, -0.1, 0.0], [-0.2, -0.8, -0.2], [0.1, 1.3, 0.4], [-0.3, -0.1, -0.5], [-0.7, -0.3, 0.4], [0.1, 0.6, 0.2], [-0.3, -0.5, 0.2], [-0.4, -0.4, 0.4], [0.1, 0.0, 0.1], [-0.2, -0.4, 0.6], [-0.1, -0.5, -0.1], [-0.1, -0.1, 0.2], [-0.1, -0.2, -0.3], [0.0, -0.1, -0.5], [0.0, 0.0, 0.3], [-0.4, 0.2, 0.0], [0.4, 0.0, 0.3], [-0.7, 0.2, -0.4], [-2.0, 1.2, -0.8], [0.2, -1.2, 1.1], [-0.2, -0.5, 0.1], [0.6, 0.1, -0.7], [-0.7, -0.3, 0.7], [0.0, 0.9, -0.3], [0.0, -0.8, -0.9], [0.5, 0.5, -0.5], [0.5, -0.7, -0.1], [1.2, -0.1, 0.1], [0.0, 0.1, 0.8], [-0.5, 0.5, 0.3], [0.8, -0.7, -0.4], [-0.1, -1.0, 0.4], [-0.8, -0.5, 0.9], [-0.3, 1.4, 0.3], [1.4, -0.4, -0.7], [0.9, -1.4, 1.5], [-2.2, 0.7, -0.2], [-0.3, 1.1, -1.0], [0.2, 0.9, 0.0], [-0.5, -0.6, -0.5], [-0.4, -0.3, -0.5], [0.7, 0.2, 0.9], [-0.2, 0.1, 0.4], [-0.3, 0.5, 0.3], [-0.3, 0.9, 0.2], [-0.2, -0.3, 0.1], [0.0, -0.1, -0.3], [0.6, -0.1, 0.2], [0.0, -0.2, 0.3], [-0.3, 0.2, -0.3], [0.1, 0.1, -0.2], [0.2, 0.0, -0.1], [0.1, 0.1, -0.2], [0.1, 0.2, -0.2], [0.4, -0.6, 0.2], [0.2, -0.2, 0.1], [0.1, 0.1, -0.2], [-0.5, 0.0, -0.3], [0.0, 0.2, 0.0], [0.0, 0.0, -0.2], [0.2, 0.1, 0.0], [0.1, 0.2, 0.2], [-0.1, 0.2, -0.3], [0.5, 0.5, 0.7], [0.1, 0.1, -0.1], [1.1, -0.8, 0.5], [0.3, 1.8, -0.7], [0.4, -0.1, 0.9], [0.0, -0.6, -0.6], [0.1, 0.2, 0.0], [0.1, -0.4, -0.3], [-0.3, -0.1, -0.1], [-0.3, -0.3, -0.1], [-0.3, -0.2, 0.4], [0.1, 0.2, 0.6], [0.8, -0.1, -0.2], [-0.5, 0.1, -0.3], [-0.2, -0.2, -0.1], [0.0, -0.2, -0.6]], "lowdin_charge": [0.854, -0.238, -0.265, -0.171, -0.168, -0.199, -0.234, -0.173, -0.164, -0.257, 0.081, 0.071, 0.139, 0.092, 0.118, 0.122, 0.085, 0.109, 0.129, 0.115, 0.123, 0.118, -0.002, 0.004, -0.105, 1.083, 1.227, -0.219, -0.281, -0.073, -0.262, -0.342, -0.280, -0.132, -0.045, -0.044, -0.103, -0.141, -0.043, -0.035, -0.111, -0.202, -0.006, 0.001, -0.039, -0.106, -0.030, -0.050, -0.170, 0.086, 0.079, 0.092, 0.047, 0.095, 0.117, 0.109, 0.113, 0.109, 0.108, 0.105, 0.104, 0.065, 0.123, 0.121, 0.136, 0.074, 0.114, 0.108, 0.103, -0.016, -0.016, -0.047, -0.160, -0.155, -0.044, -0.012, 0.025, -0.163, 0.025, 0.126, 0.115, 0.020, 0.106, 0.128, 0.139, 0.140]}

{"formula": "C6H10O", "method": "the ωB97M-V functional and the def2-TZVPD basis", "de_lowest_kj_mol": 306.5, "spin_multiplicity": 1, "charge": 0, "homo_energy_ev": -8.4428, "orbital_gap_ev": 9.35, "species": ["O", "C", "C", "C", "C", "C", "C", "H", "H", "H", "H", "H", "H", "H", "H", "H", "H"], "coordinates": [[2.828513, -0.674499, 1.165884], [1.851277, -0.322605, 0.303358], [-0.498912, -0.934199, -0.864326], [-1.493854, -0.636700, 0.247388], [-1.513016, 0.823447, -0.118866], [-0.047456, 0.897744, -0.554503], [1.153533, 0.818241, 0.308814], [2.752890, -0.086627, 1.927495], [1.692149, -1.073285, -0.459345], [0.019227, -1.913756, -0.710325], [-0.924497, -0.974243, -1.863402], [-1.016219, -0.778876, 1.226004], [-2.454341, -1.157736, 0.242402], [-2.047927, 0.901224, -1.079778], [-1.936653, 1.557472, 0.568842], [0.047928, 1.856854, -1.136914], [1.587359, 1.697549, 0.797276]], "forces_ev_per_a": [[0.4, 0.3, 0.3], [0.0, 0.2, 0.0], [-0.1, 0.6, -0.3], [-0.2, 0.1, 0.1], [-0.3, 0.2, 0.3], [0.0, -0.7, -0.3], [0.0, -0.5, 0.2], [0.3, -0.1, 0.0], [0.1, 0.0, 0.4], [0.3, 1.2, -0.2], [-0.3, 0.2, 0.0], [-0.1, 0.0, -0.2], [0.1, -0.1, -0.1], [-0.1, 0.2, 0.4], [0.2, 0.1, 0.1], [0.2, -1.4, -0.8], [-0.5, -0.2, 0.2]], "lowdin_charge": [0.020, -0.225, -0.080, -0.238, -0.228, -0.171, -0.110, 0.102, 0.102, 0.088, 0.077, 0.109, 0.102, 0.111, 0.105, 0.123, 0.112]}

{"formula": "C4H11NO", "method": "the ωB97M-V functional and the def2-TZVPD basis", "de_lowest_kj_mol": 800.5, "spin_multiplicity": 1, "charge": 0, "homo_energy_ev": -8.1507, "orbital_gap_ev": 3.93, "species": ["C", "O", "C", "C", "C", "N", "H", "H", "H", "H", "H", "H", "H", "H", "H", "H", "H"], "coordinates": [[0.330895, -1.458339, -0.428613], [-1.606616, 0.048360, -1.910947], [1.055959, -0.288555, 0.322012], [0.363906, 1.078187, 0.008929], [-0.897555, 1.055619, 0.790175], [1.008045, -0.595333, 1.728991], [0.507787, -1.382277, -1.517677], [0.780423, -2.375407, -0.028969], [-0.771208, -1.518044, -0.350816], [2.065481, -0.211741, -0.088933], [0.189165, 1.203165, -1.091478], [1.085050, 1.845447, 0.317186], [-1.682375, 0.546039, 0.097190], [-0.709908, 0.361214, 1.635678], [-1.294861, 2.022486, 1.110130], [1.803513, -0.127952, 2.098637], [-2.227701, -0.202869, -2.691495]], "forces_ev_per_a": [[-0.1, -0.4, 0.1], [-1.0, -0.8, -1.7], [-0.8, -2.1, 0.0], [0.8, 1.0, -1.1], [-2.1, -0.8, -0.5], [-0.8, 0.3, -2.9], [0.2, 0.2, 0.4], [-0.2, 0.0, -0.3], [0.7, 0.4, 0.4], [0.4, 0.2, 0.4], [0.1, -0.3, 1.0], [-0.1, -0.1, 0.1], [0.7, 0.6, 1.1], [-0.6, 0.4, 0.2], [0.1, -0.1, -0.2], [1.3, 0.6, 1.0], [1.4, 0.8, 2.1]], "lowdin_charge": [-0.075, -0.306, -0.432, -0.217, -0.109, 0.253, 0.088, 0.068, 0.072, 0.142, 0.109, 0.110, 0.091, 0.069, 0.083, 0.060, -0.005]}

Look up the charge of the first one.
0

What did the third record say?
{"formula": "C6H10O", "method": "the ωB97M-V functional and the def2-TZVPD basis", "de_lowest_kj_mol": 306.5, "spin_multiplicity": 1, "charge": 0, "homo_energy_ev": -8.4428, "orbital_gap_ev": 9.35, "species": ["O", "C", "C", "C", "C", "C", "C", "H", "H", "H", "H", "H", "H", "H", "H", "H", "H"], "coordinates": [[2.828513, -0.674499, 1.165884], [1.851277, -0.322605, 0.303358], [-0.498912, -0.934199, -0.864326], [-1.493854, -0.636700, 0.247388], [-1.513016, 0.823447, -0.118866], [-0.047456, 0.897744, -0.554503], [1.153533, 0.818241, 0.308814], [2.752890, -0.086627, 1.927495], [1.692149, -1.073285, -0.459345], [0.019227, -1.913756, -0.710325], [-0.924497, -0.974243, -1.863402], [-1.016219, -0.778876, 1.226004], [-2.454341, -1.157736, 0.242402], [-2.047927, 0.901224, -1.079778], [-1.936653, 1.557472, 0.568842], [0.047928, 1.856854, -1.136914], [1.587359, 1.697549, 0.797276]], "forces_ev_per_a": [[0.4, 0.3, 0.3], [0.0, 0.2, 0.0], [-0.1, 0.6, -0.3], [-0.2, 0.1, 0.1], [-0.3, 0.2, 0.3], [0.0, -0.7, -0.3], [0.0, -0.5, 0.2], [0.3, -0.1, 0.0], [0.1, 0.0, 0.4], [0.3, 1.2, -0.2], [-0.3, 0.2, 0.0], [-0.1, 0.0, -0.2], [0.1, -0.1, -0.1], [-0.1, 0.2, 0.4], [0.2, 0.1, 0.1], [0.2, -1.4, -0.8], [-0.5, -0.2, 0.2]], "lowdin_charge": [0.020, -0.225, -0.080, -0.238, -0.228, -0.171, -0.110, 0.102, 0.102, 0.088, 0.077, 0.109, 0.102, 0.111, 0.105, 0.123, 0.112]}

Look up the charge of the third one.
0